# 1
52
Properties=species:S:1:pos:R:3:lowdin_charge:R:1 method="wB97M-V/def2-TZVPD" homo_energy_ev=-12.3 gap_ev=7.31 total_charge=+1 de_lowest_kj_mol=43.8 total_energy_ha=-2702.04545
C -1.85 1.80 2.39 0.2308
C -1.81 1.64 1.22 -0.3165
N -1.68 1.39 -0.14 -0.6945
Cl -1.50 2.89 -1.05 0.8276
P -3.28 0.51 -0.60 0.7377
O -4.33 1.50 -0.72 -0.3480
P -0.32 0.20 -0.37 0.4103
N -0.98 -1.18 -0.25 -0.1189
O 0.31 0.43 -1.79 -0.0904
O 0.71 0.51 0.77 -0.0685
H -1.79 1.69 3.45 0.0871
H -2.98 -0.23 -1.76 0.0389
H -3.48 -0.37 0.46 0.0574
H -0.59 -1.68 0.55 -0.0135
H -0.18 -0.13 -2.41 0.1086
H 1.10 -0.33 1.06 0.1152
C 2.00 -4.60 1.01 0.0099
C 2.37 -5.85 0.74 0.0428
C 1.36 -6.93 0.54 -0.3726
O 1.69 -8.06 0.30 0.1380
C -0.07 -6.54 0.64 0.0396
C -0.43 -5.29 0.91 0.0232
C 0.58 -4.23 1.11 -0.3505
O 0.24 -3.08 1.35 0.0276
H 2.72 -3.81 1.16 0.1076
H 3.41 -6.15 0.66 0.1319
H -0.79 -7.33 0.49 0.1289
H -1.47 -4.99 0.99 0.1231
C -4.67 7.40 1.73 0.0325
C -4.40 6.61 2.77 0.0261
C -3.75 5.29 2.58 -0.3777
O -3.50 4.56 3.52 0.0953
C -3.40 4.89 1.20 0.0018
C -3.67 5.67 0.16 0.0228
C -4.33 6.99 0.34 -0.3792
O -4.57 7.71 -0.60 0.1261
H -5.15 8.36 1.84 0.1276
H -4.65 6.88 3.79 0.1259
H -2.92 3.93 1.09 0.0456
H -3.42 5.40 -0.86 0.1086
C 5.71 -0.29 -1.66 0.0276
C 5.26 -1.32 -0.95 0.0173
C 4.46 -2.40 -1.60 -0.3805
O 4.04 -3.34 -0.95 0.0865
C 4.20 -2.29 -3.05 0.0182
C 4.66 -1.25 -3.76 0.0264
C 5.45 -0.17 -3.12 -0.3843
O 5.86 0.77 -3.75 0.1252
H 6.29 0.51 -1.21 0.1261
H 5.44 -1.43 0.11 0.1215
H 3.62 -3.09 -3.50 0.1225
H 4.48 -1.15 -4.82 0.1255

# 2
27
Properties=species:S:1:pos:R:3:lowdin_charge:R:1 method="wB97M-V/def2-TZVPD" homo_energy_ev="-11.3 / -11.3" spin_multiplicity=2 gap_ev="7.74 / 2.95" s_squared=0.75 total_charge=+1 de_lowest_kj_mol=256.0 total_energy_ha=-788.40664
C -2.17 0.94 0.53 -0.4477
C -2.06 1.99 -0.43 -0.2119
C -0.99 0.72 3.29 -0.2739
S -2.01 1.82 2.18 1.1724
H -2.98 0.32 0.40 0.0799
H -1.34 0.18 0.47 0.1115
H -2.17 1.50 -1.48 0.1461
H -1.27 2.84 -0.44 0.1291
H -0.42 1.44 4.00 0.0876
H -1.72 0.05 3.78 0.0665
H -0.22 0.03 2.85 0.0683
H -2.89 2.65 -0.33 0.0640
C 0.40 -2.77 0.02 -0.0862
C 1.49 -0.85 -2.89 -0.0816
C 0.85 -1.79 -2.19 -0.1076
C 2.49 0.12 -2.33 -0.0495
C 1.26 -1.97 -0.88 -0.2777
C 2.53 0.15 -0.93 -0.0905
C 2.07 -1.03 -0.19 -0.0378
H 1.44 -0.73 -4.06 0.1419
H 0.11 -2.35 -2.66 0.0964
H 2.93 0.88 -2.92 0.0770
H 2.97 1.02 -0.40 0.1002
H 0.69 -3.74 0.42 0.0803
H -0.63 -2.87 -0.45 0.1015
H 2.21 -1.02 0.89 0.0965
H 0.18 -2.39 1.01 0.0452

# 3
118
Properties=species:S:1:pos:R:3:lowdin_charge:R:1 method="wB97M-V/def2-TZVPD" homo_energy_ev=-10.8 gap_ev=7.68 total_charge=+1 total_energy_ha=-3030.00633
N -3.70 -1.72 2.94 0.0089
C -3.41 -0.54 2.13 -0.2524
C -3.94 -0.58 0.67 -0.1645
C -4.04 -1.97 0.01 -0.2247
C -2.85 -2.51 -0.79 -0.7533
I -3.61 -4.19 -1.96 0.9924
C -2.22 -1.51 -1.79 -0.1993
C -0.77 -1.14 -1.46 -0.1423
C -0.65 -0.91 0.03 -0.2870
P 0.97 -0.14 0.47 0.4224
O 2.02 -0.54 -0.45 -0.2211
O 1.24 -0.50 2.00 -0.0840
O 0.71 1.40 0.55 -0.0824
N -0.89 -2.17 0.78 0.1034
C -1.79 -3.16 0.07 -0.1812
H -2.96 -2.40 2.93 0.0153
H -4.56 -2.17 2.70 0.0691
H -3.90 0.32 2.60 0.1107
H -2.34 -0.34 2.22 0.0856
H -4.94 -0.19 0.69 0.0795
H -3.37 0.13 0.08 0.0939
H -4.31 -2.73 0.74 0.0909
H -4.88 -1.92 -0.68 0.0904
H -2.83 -0.62 -1.89 0.1218
H -2.20 -1.96 -2.78 0.0692
H -0.08 -1.92 -1.79 0.1289
H -0.49 -0.23 -1.98 0.1303
H -1.39 -0.17 0.30 0.1076
H 1.58 -1.41 2.06 0.0985
H 0.39 1.74 -0.30 0.0933
H 0.00 -2.65 0.91 0.1719
H -1.24 -1.98 1.73 0.1498
H -1.14 -3.75 -0.57 0.1052
H -2.22 -3.85 0.79 0.1123
C 0.28 6.09 -0.91 -0.0080
C 0.25 4.89 -1.83 -0.5603
O -0.62 4.75 -2.68 0.0217
N 1.23 3.96 -1.69 0.0076
C 2.34 3.93 -0.74 -0.0666
H -0.56 6.73 -1.15 0.0827
H 0.21 5.78 0.13 0.0826
H 1.20 6.66 -1.05 0.0869
H 1.16 3.20 -2.35 0.1339
H 3.29 3.91 -1.26 0.0712
H 2.27 3.04 -0.13 0.0580
H 2.32 4.80 -0.09 0.0819
C 5.10 0.79 0.89 -0.0136
C 5.39 2.24 0.57 -0.5399
O 5.10 2.70 -0.52 0.0047
N 5.94 3.01 1.54 0.0161
C 6.33 2.62 2.88 -0.0663
H 4.64 0.34 0.02 0.0709
H 5.99 0.24 1.15 0.0622
H 4.39 0.74 1.72 0.0850
H 6.10 3.96 1.26 0.1366
H 5.79 3.22 3.62 0.0838
H 7.40 2.79 3.03 0.0862
H 6.12 1.57 3.05 0.0739
C 9.60 6.29 0.37 -0.0123
C 8.65 6.91 1.36 -0.5608
O 8.69 6.64 2.55 0.0254
N 7.72 7.79 0.89 0.0029
C 7.51 8.22 -0.48 -0.0772
H 10.26 5.62 0.90 0.0813
H 9.05 5.72 -0.38 0.0826
H 10.19 7.06 -0.13 0.0851
H 7.12 8.17 1.60 0.1372
H 7.64 9.30 -0.56 0.0837
H 6.50 7.97 -0.81 0.0809
H 8.22 7.74 -1.15 0.0706
C -7.24 1.12 -2.69 -0.0116
C -6.33 1.54 -1.57 -0.5291
O -6.29 0.93 -0.51 0.0015
N -5.53 2.62 -1.78 0.0117
C -5.44 3.45 -2.96 -0.0645
H -7.81 0.26 -2.37 0.0652
H -7.94 1.93 -2.94 0.0953
H -6.68 0.85 -3.58 0.0762
H -4.95 2.85 -0.98 0.1357
H -4.42 3.44 -3.36 0.0843
H -5.69 4.48 -2.72 0.0862
H -6.11 3.10 -3.73 0.0747
C -3.94 -6.75 3.77 -0.0011
C -3.56 -5.29 3.80 -0.5290
O -3.71 -4.57 2.81 -0.0086
N -3.08 -4.78 4.95 0.0193
C -2.85 -5.48 6.21 -0.0591
H -4.31 -6.99 2.79 0.0846
H -3.07 -7.38 3.99 0.0891
H -4.72 -6.96 4.51 0.0921
H -2.89 -3.80 4.92 0.1305
H -3.46 -5.03 7.00 0.0903
H -1.80 -5.40 6.50 0.0866
H -3.11 -6.53 6.12 0.0743
C 8.23 -3.18 1.55 -0.0068
C 6.93 -2.74 0.92 -0.5445
O 6.11 -2.06 1.53 0.0088
N 6.68 -3.13 -0.35 0.0101
C 7.52 -3.93 -1.23 -0.0710
H 8.28 -2.78 2.56 0.0830
H 8.30 -4.26 1.59 0.0860
H 9.08 -2.79 0.98 0.0875
H 5.80 -2.80 -0.71 0.1380
H 7.77 -3.37 -2.12 0.0858
H 6.99 -4.84 -1.53 0.0833
H 8.43 -4.22 -0.72 0.0720
C -7.70 -3.23 -5.80 -0.0053
C -7.78 -2.34 -4.59 -0.5396
O -7.73 -1.12 -4.67 0.0275
N -7.92 -2.92 -3.37 0.0109
C -8.00 -4.34 -3.04 -0.0742
H -7.60 -2.61 -6.68 0.0837
H -6.84 -3.90 -5.73 0.0827
H -8.61 -3.83 -5.89 0.0873
H -7.97 -2.26 -2.61 0.1319
H -8.95 -4.54 -2.54 0.0860
H -7.19 -4.59 -2.36 0.0577
H -7.94 -4.95 -3.93 0.0747

# 4
26
Properties=species:S:1:pos:R:3:lowdin_charge:R:1 method="wB97M-V/def2-TZVPD" homo_energy_ev=-9.1 gap_ev=10.05 total_charge=0 de_lowest_kj_mol=215.7 total_energy_ha=-390.55373
C 0.80 3.92 1.08 -0.1149
C 0.75 2.43 1.37 -0.2107
C 0.16 1.57 0.27 -0.2504
C 0.82 1.40 -0.92 -0.0784
C 0.41 0.59 -1.94 -0.1100
C -0.79 -0.11 -1.90 -0.0962
C -1.52 0.04 -0.69 -0.0905
C -1.02 0.84 0.37 -0.0567
H 0.11 4.38 1.76 0.0589
H 0.62 4.28 0.08 0.0803
H 1.64 4.29 1.58 0.0488
H 1.76 2.07 1.82 0.1396
H 0.02 2.45 2.26 0.1239
H 1.73 1.89 -1.11 0.0985
H 0.82 0.69 -2.98 0.1233
H -1.00 -0.71 -2.78 0.0998
H -2.61 -0.24 -0.66 0.1141
H -1.53 0.56 1.33 0.1226
C 0.00 -3.73 0.92 -0.1559
C -0.23 -3.79 -0.60 -0.1858
H 0.91 -4.29 1.23 0.0767
H -0.04 -2.78 1.34 0.0230
H -0.99 -4.12 1.17 0.0654
H 0.36 -3.01 -1.13 0.0617
H -1.27 -3.87 -0.84 0.0458
H 0.08 -4.77 -1.02 0.0672

# 5
18
Properties=species:S:1:pos:R:3:lowdin_charge:R:1 method="wB97M-V/def2-TZVPD" homo_energy_ev=-8.7 gap_ev=9.30 total_charge=0 de_lowest_kj_mol=480.6 total_energy_ha=-347.78015
C -2.21 0.35 -0.14 -0.0882
C -1.10 -0.67 0.07 -0.4977
O -0.79 -0.45 1.33 -0.0527
C 0.06 -0.19 -0.82 -0.2668
C 1.16 -1.01 -0.34 -0.1379
C 2.25 -0.43 0.18 -0.0601
C 1.83 0.95 0.30 -0.0833
C 0.55 1.11 -0.28 -0.0482
H -3.33 0.29 0.41 0.1369
H -2.05 1.48 0.14 0.0945
H -2.26 0.43 -1.25 0.0694
H -1.41 -1.77 -0.36 0.1940
H 0.23 -0.73 1.47 0.1657
H -0.04 -0.07 -1.78 0.1098
H 1.39 -1.91 -0.77 0.0924
H 3.13 -0.93 0.43 0.0917
H 2.44 1.50 1.17 0.1413
H 0.14 2.06 0.23 0.1392

# 6
38
Properties=species:S:1:pos:R:3:lowdin_charge:R:1 method="wB97M-V/def2-TZVPD" homo_energy_ev=-8.5 gap_ev=8.85 total_charge=0 de_lowest_kj_mol=0.0 total_energy_ha=-1800.32060
C -2.82 -0.89 -3.48 -0.1031
O -1.73 -0.33 -2.77 -0.1797
C -0.77 -1.29 -2.40 -0.2117
C 0.36 -0.56 -1.67 -0.0922
N -0.17 0.18 -0.55 -0.0156
C -0.69 -0.28 0.61 -0.6543
S -0.66 -1.98 1.04 1.0282
C 1.02 -2.10 1.51 -0.8932
N 1.59 -3.21 1.78 0.0243
C 2.89 -3.05 2.14 -0.4552
C 3.71 -4.24 2.49 -0.0370
C 3.32 -1.76 2.13 -0.3589
S 2.06 -0.68 1.67 1.0167
N -1.20 0.67 1.37 0.1680
C -1.01 1.81 0.67 -0.2174
C -0.37 1.54 -0.53 -0.0608
C 0.01 2.59 -1.44 -0.3916
O 0.63 2.50 -2.48 0.0870
N -0.43 3.81 -0.95 0.2127
C -1.09 4.12 0.22 -0.4705
O -1.39 5.26 0.49 0.0818
N -1.37 3.06 1.05 0.0049
C -2.04 3.27 2.32 -0.0021
H -2.48 -1.36 -4.41 0.0902
H -3.35 -1.63 -2.87 0.0913
H -3.49 -0.06 -3.71 0.0913
H -1.23 -2.05 -1.74 0.1013
H -0.36 -1.80 -3.28 0.1330
H 0.82 0.16 -2.34 0.1301
H 1.10 -1.29 -1.32 0.1231
H 3.26 -4.75 3.35 0.0819
H 3.71 -4.94 1.66 0.0811
H 4.73 -3.96 2.73 0.0765
H 4.29 -1.37 2.36 0.0667
H -0.23 4.62 -1.54 0.1702
H -2.25 4.34 2.41 0.0898
H -2.97 2.70 2.34 0.0963
H -1.40 2.94 3.13 0.0968